18
Properties=species:S:1:pos:R:3 method="wB97M-V/def2-TZVPD" smiles="CC(=O)O.CCSS" charge=0 homo_ha=-0.290 homo_lumo_gap_ha=0.3109
O 0.885 2.334 -1.178
C -0.136 2.105 -1.808
O -0.250 1.240 -2.845
C -1.524 2.740 -1.525
H 0.655 0.943 -2.924
H -2.175 2.731 -2.383
H -1.311 3.773 -1.203
H -2.071 2.214 -0.708
C 0.818 0.098 3.213
C 0.142 -1.094 2.498
S 0.721 -1.118 0.715
S -0.618 -2.444 -0.042
H 0.534 1.128 2.859
H 1.887 0.001 3.215
H 0.374 0.098 4.251
H -0.941 -0.973 2.376
H 0.466 -2.110 2.890
H 0.050 -2.498 -1.220



19
Properties=species:S:1:pos:R:3 method="wB97M-V/def2-TZVPD" charge=0 homo_ha=-0.326 homo_lumo_gap_ha=0.3354
C 2.156 -0.985 -0.179
C 2.166 0.512 0.070
C 0.862 0.999 0.646
C -2.320 -0.023 0.042
O -0.082 1.174 -0.423
O -0.660 0.064 -0.927
S -2.529 1.550 0.846
S -3.449 -0.461 -1.285
S -2.202 -1.402 1.191
H 1.447 -1.319 0.485
H 1.757 -1.322 -1.116
H 3.080 -1.655 0.071
H 2.363 0.896 -0.876
H 2.883 1.012 0.726
H 0.538 0.350 1.345
H 1.034 2.028 1.231
H -2.026 2.278 -0.173
H -2.499 -1.244 -2.063
H -2.516 -2.453 0.388



17
Properties=species:S:1:pos:R:3 method="wB97M-V/def2-TZVPD" charge=-2 homo_ha=0.021 homo_lumo_gap_ha=0.2362
C 0.285 0.568 -0.048
C 0.006 0.348 1.444
C -0.549 1.622 2.121
O -0.127 1.752 3.452
C 0.340 -0.816 -0.798
O 0.847 -0.792 -2.067
H 1.322 0.887 -0.233
H -0.510 1.214 -0.473
H -0.707 -0.487 1.587
H 0.910 0.087 1.970
H -0.144 2.513 1.629
H -1.654 1.598 2.132
H 0.988 -1.447 -0.154
H -0.697 -1.221 -0.709
H 0.138 -1.265 -2.908
H -0.918 -2.652 -2.692
O -0.654 -2.108 -3.436



17
Properties=species:S:1:pos:R:3 method="wB97M-V/def2-TZVPD" smiles="O=CCCCO.O" charge=0 homo_ha=-0.364 homo_lumo_gap_ha=0.3851
O -1.175 -1.505 2.351
C -0.264 -0.776 2.051
C -0.301 0.167 0.880
C -1.235 -0.313 -0.209
C -0.886 0.244 -1.570
O -0.152 1.463 -1.390
H 0.663 -0.808 2.643
H -0.687 1.105 1.313
H 0.719 0.456 0.623
H -1.273 -1.401 -0.267
H -2.239 0.034 0.077
H -1.750 0.442 -2.194
H -0.258 -0.455 -2.125
H -0.103 1.884 -2.253
H 3.111 -0.440 0.765
H 2.569 0.242 -0.516
O 3.261 -0.337 -0.177



17
Properties=species:S:1:pos:R:3 method="wB97M-V/def2-TZVPD" smiles=C1COCCO1.O charge=0 homo_ha=-0.342 homo_lumo_gap_ha=0.3763
O -1.577 -1.346 6.290
H -2.461 -1.729 6.490
H -1.761 -0.408 6.056
O 1.800 0.621 -1.346
O -0.868 -0.115 -1.272
C 1.298 -0.453 -0.542
C 0.141 -1.111 -1.215
C 0.738 1.627 -1.533
C -0.509 0.934 -2.144
H 2.131 -1.177 -0.458
H 0.997 -0.165 0.484
H -0.175 -1.979 -0.606
H 0.306 -1.468 -2.250
H 1.162 2.487 -2.086
H 0.440 1.986 -0.529
H -0.326 0.627 -3.192
H -1.336 1.670 -2.148



18
Properties=species:S:1:pos:R:3 method="wB97M-V/def2-TZVPD" smiles="O=C(O)CCCS.O" charge=0 homo_ha=-0.334 homo_lumo_gap_ha=0.3536
O 0.358 2.502 0.908
C 0.105 1.309 0.671
O 0.206 0.437 1.759
C -0.478 0.647 -0.515
C 0.052 -0.707 -0.708
C -0.797 -1.761 -1.401
S 0.007 -2.419 -2.956
H 0.585 0.851 2.558
H -1.557 0.698 -0.612
H -0.231 1.295 -1.432
H 0.363 -1.015 0.206
H 1.157 -0.772 -1.028
H -1.160 -2.791 -0.868
H -1.661 -1.352 -1.720
H -0.084 -3.799 -2.740
H 0.459 3.205 3.785
H -0.060 2.637 5.201
O 0.535 2.413 4.291



19
Properties=species:S:1:pos:R:3 method="wB97M-V/def2-TZVPD" s_squared=2.008 charge=+1 homo_ha="-0.492 / -0.547" homo_lumo_gap_ha="0.4037 / 0.3044" spin_multiplicity=3
C 2.142 -0.179 -0.800
C 2.054 -1.673 -0.309
C -2.187 -0.674 -1.127
C -0.843 2.079 2.136
O 0.838 0.347 -0.921
O 1.397 -1.769 0.841
O -1.622 0.284 -0.232
O 0.022 1.571 1.120
P -0.162 0.288 0.283
H 2.722 0.412 -0.090
H 2.581 -0.146 -1.796
H 1.625 -2.292 -1.117
H 3.107 -1.966 -0.148
H -2.985 -1.205 -0.606
H -1.445 -1.379 -1.494
H -2.607 -0.118 -1.967
H -0.492 1.751 3.116
H -1.877 1.778 1.978
H -0.763 3.165 2.072



16
Properties=species:S:1:pos:R:3 method="wB97M-V/def2-TZVPD" smiles=OCCCCS charge=0 homo_ha=-0.334 homo_lumo_gap_ha=0.3652
C -0.705 0.548 1.858
O -1.680 0.110 2.759
C -0.594 -0.165 0.457
C 0.694 0.155 -0.362
C 0.767 -0.720 -1.649
S 2.010 -0.263 -2.946
H 0.247 0.387 2.352
H -0.795 1.647 1.642
H -2.511 0.001 2.274
H -0.577 -1.193 0.648
H -1.476 -0.194 -0.086
H 0.665 1.200 -0.669
H 1.457 -0.034 0.235
H -0.195 -0.665 -2.190
H 0.875 -1.818 -1.494
H 1.816 1.003 -2.830



16
Properties=species:S:1:pos:R:3 method="wB97M-V/def2-TZVPD" smiles=CO[C@@H](C)SC charge=0 homo_ha=-0.311 homo_lumo_gap_ha=0.3447
C 2.393 -0.761 -0.011
C 0.246 0.294 -0.164
C -0.661 1.572 -0.443
C -1.867 -0.755 0.425
H 2.494 -1.687 -0.929
H 3.517 -0.331 0.215
H 2.044 -1.101 1.125
H -0.160 0.014 0.964
H -0.218 2.401 -0.041
H -0.876 1.719 -1.570
H -1.604 1.247 -0.032
H -2.213 0.304 0.315
H -1.229 -0.889 1.194
H -2.882 -1.565 0.387
O 1.582 0.477 -0.431
S -0.565 -0.937 -1.005



17
Properties=species:S:1:pos:R:3 method="wB97M-V/def2-TZVPD" smiles=O[C@@H](CS)CCS charge=0 homo_ha=-0.328 homo_lumo_gap_ha=0.3439
C -1.609 1.106 -0.292
C -0.869 0.631 1.071
C 0.518 0.127 0.777
C 1.526 0.787 -0.292
H -3.747 -0.166 -1.425
H -2.286 2.060 -0.159
H -1.099 1.448 -1.209
H -1.639 -0.038 1.681
H -0.797 1.650 1.424
H 1.102 0.023 1.772
H -0.603 -0.965 -0.089
H 0.935 0.676 -1.231
H 1.900 1.851 0.000
H 2.394 -1.223 0.176
O 0.219 -1.258 0.523
S -2.732 -0.515 -0.392
S 3.026 -0.183 -0.402



17
Properties=species:S:1:pos:R:3 method="wB97M-V/def2-TZVPD" charge=+1 homo_ha=-0.477 homo_lumo_gap_ha=0.2991
C -2.027 -0.217 -0.102
C 0.311 -1.942 0.086
C 0.264 0.818 -1.442
C 0.222 0.872 1.407
P -0.183 -0.131 -0.040
S -2.835 -1.422 -0.703
S -2.715 1.334 0.627
H 0.355 -2.480 -0.887
H -0.235 -2.468 0.929
H 1.398 -1.933 0.273
H -0.140 1.842 -1.283
H -0.252 0.352 -2.357
H 1.376 0.921 -1.481
H 1.225 0.749 1.545
H -0.405 0.641 2.332
H 0.242 1.986 1.085
H -3.956 1.008 1.034



15
Properties=species:S:1:pos:R:3 method="wB97M-V/def2-TZVPD" smiles="C=C.CSC" charge=0 homo_ha=-0.315 homo_lumo_gap_ha=0.3483
C 1.727 -2.854 3.151
C 1.047 -2.767 4.312
H 2.484 -2.131 2.848
H 1.482 -3.283 2.168
H 0.852 -1.888 4.912
H 0.591 -3.623 4.770
C -0.922 1.792 -1.128
S -1.398 3.079 -2.388
C -0.943 1.972 -3.801
H 0.092 1.968 -0.725
H -0.743 0.785 -1.516
H -1.616 1.751 -0.308
H -0.260 2.465 -4.505
H -0.459 1.014 -3.564
H -1.934 1.718 -4.224



| no. | calculated total energy (eV) | largest force on an atom (eV/Å) |
| --- | --- | --- |
| 1 | -30075.471 | 2.28 |
| 2 | -40904.786 | 4.05 |
| 3 | -10449.353 | 2.98 |
| 4 | -10451.735 | 1.23 |
| 5 | -10451.361 | 1.82 |
| 6 | -21286.331 | 5.36 |
| 7 | -21779.360 | 2.77 |
| 8 | -17191.839 | 5.25 |
| 9 | -17187.605 | 7.17 |
| 10 | -28024.965 | 4.35 |
| 11 | -35261.857 | 3.18 |
| 12 | -15142.701 | 2.41 |